# 1
A cluster of 2 separate species, C2H5ClN2 in total. Source: OMol25; level of theory: wB97M-V/def2-TZVPD.

Each atom is followed by the atoms it is bonded to, with distances in Å.
Element x y z (Å)
1 C -0.788 -0.187 -1.384  N3 1.208, H6 1.032
2 C 1.551 0.473 0.248  N4 1.259, H8 1.022, H9 1.110
3 N -1.448 -0.777 -0.562  C1 1.208, Cl5 2.111, H7 0.976
4 N 0.922 -0.228 1.084  C2 1.259, H10 1.022
5 Cl -2.262 -0.011 1.229  N3 2.111
6 H -0.313 0.726 -1.457  C1 1.032
7 H -1.912 -1.624 -0.705  N3 0.976
8 H 1.629 1.487 0.146  C2 1.022
9 H 2.178 -0.148 -0.425  C2 1.110
10 H 0.445 0.287 1.826  N4 1.022

Molar mass = 92.5 g mol⁻¹
E_HOMO = -9.078 eV
HOMO-LUMO gap = 8.425 eV
DFT total energy = -648.7476 Eh
LUMO energy = -0.7 eV
ΔE to the lowest compared entry with this formula, charge and spin = 410.4 kJ/mol

Listed below, in e, are the Löwdin charges computed for each atom:
1. C 0.035
2. C -0.178
3. N -0.200
4. N 0.016
5. Cl 0.107
6. H 0.031
7. H 0.064
8. H 0.036
9. H 0.078
10. H 0.012



# 2
An isolated molecule of C2H5ClN2O. Source: OMol25; level of theory: wB97M-V/def2-TZVPD.

Each atom is followed by the atoms it is bonded to, with distances in Å.
Element x y z (Å)
1 N -0.182 0.229 -1.460  N2 1.357, H7 1.148, H8 1.065
2 N 0.214 1.102 -0.500  N1 1.357, C3 1.336, H9 0.991
3 C 0.081 0.712 0.770  N2 1.336, O4 1.203, C5 1.509
4 O 0.258 1.462 1.694  C3 1.203
5 C -0.186 -0.773 0.754  C3 1.509, Cl6 1.882, H10 1.117, H11 1.109
6 Cl 1.495 -1.617 0.685  C5 1.882
7 H 0.348 -0.788 -1.416  N1 1.148
8 H -1.231 0.086 -1.573  N1 1.065
9 H 0.675 1.944 -0.748  N2 0.991
10 H -0.816 -1.376 0.055  C5 1.117
11 H -0.655 -0.983 1.738  C5 1.109

Molar mass = 108.5 g mol⁻¹
E_HOMO = -9.907 eV
HOMO-LUMO gap = 10.304 eV
DFT total energy = -724.0851 Eh
SMILES = NNC(=O)CCl
LUMO energy = 0.4 eV
ΔE to the lowest compared entry with this formula, charge and spin = 134.1 kJ/mol

Listed below, in e, are the Löwdin charges computed for each atom:
1. N -0.072
2. N -0.044
3. C -0.605
4. O 0.084
5. C -0.432
6. Cl 0.526
7. H 0.120
8. H 0.116
9. H 0.145
10. H 0.075
11. H 0.088



# 3
An isolated molecule of C2H5ClN2O3. Source: OMol25; level of theory: wB97M-V/def2-TZVPD.

Each atom is followed by the atoms it is bonded to, with distances in Å.
Element x y z (Å)
1 N -0.587 1.906 -1.185  C2 1.354, H9 1.006, H10 1.004
2 C 0.096 0.946 -0.519  N1 1.354, O3 1.228, N4 1.355
3 O 1.313 0.969 -0.354  C2 1.228
4 N -0.629 -0.100 -0.055  C2 1.355, Cl5 1.709, C6 1.706
5 Cl -2.335 -0.075 0.053  N4 1.709
6 C 0.088 -1.177 1.056  N4 1.706, O7 1.334, O8 1.341, H11 1.099
7 O -0.722 -2.226 1.206  C6 1.334, H12 0.969
8 O 1.285 -1.479 0.532  C6 1.341, H13 0.989
9 H -1.551 1.749 -1.426  N1 1.006
10 H -0.056 2.567 -1.722  N1 1.004
11 H 0.096 -0.571 1.973  C6 1.099
12 H -0.513 -2.878 0.520  O7 0.969
13 H 1.703 -0.628 0.249  O8 0.989

Molar mass = 140.5 g mol⁻¹
E_HOMO = -9.577 eV
HOMO-LUMO gap = 10.220 eV
DFT total energy = -874.6260 Eh
SMILES = NC(=O)N(Cl)C(O)O
LUMO energy = 0.6 eV
ΔE to the lowest compared entry with this formula, charge and spin = 0.0 kJ/mol

Listed below, in e, are the Löwdin charges computed for each atom:
1. N 0.153
2. C -0.677
3. O 0.025
4. N -0.380
5. Cl 0.699
6. C -0.463
7. O 0.042
8. O 0.051
9. H 0.054
10. H 0.111
11. H 0.165
12. H 0.132
13. H 0.089